# 1
A cluster of 6 separate species, C25H53BNO9S in total. Source: the OMol25 dataset; level of theory: ωB97M-V/def2-TZVPD.

Results
Calculated total energy: -2139.31263 Ha
Charge: -1

XYZ file:
```
90
C25H53BNO9S | the OMol25 dataset | ωB97M-V/def2-TZVPD
H -0.71 5.66 1.11
O -0.43 -0.75 -1.90
H 0.32 2.61 3.44
C -2.20 0.69 -1.31
H -2.03 3.68 4.10
C 4.58 -1.85 -1.59
H -1.32 -1.99 2.83
O -1.68 3.85 1.30
C -0.88 1.33 -0.89
H 4.34 -4.36 -2.66
C -5.82 2.66 -3.58
H 1.29 3.49 5.93
H 1.57 1.72 2.56
C -0.96 4.94 1.89
H -1.74 -4.79 2.65
H 2.75 1.16 4.59
O 6.15 -2.16 0.54
H -6.37 4.33 -4.90
H -4.99 2.78 -6.21
C 2.20 3.03 5.53
H 3.01 -1.65 -0.15
C 1.85 1.78 4.74
C -5.49 3.89 -4.42
H 4.57 -0.76 -1.68
O -0.35 -2.80 1.21
O 6.52 -3.64 -1.31
C -2.65 -3.16 1.56
H 1.10 0.41 -1.14
H -1.66 -1.23 1.26
C -1.72 -0.34 -2.33
H -2.56 6.24 2.54
C 2.26 -2.83 -1.79
H 0.07 -0.39 0.06
H -3.83 4.07 -5.87
H 2.52 -5.97 0.11
H -3.59 4.49 3.91
H -2.92 1.40 -1.73
C -3.71 2.34 -4.53
H 3.76 -7.01 0.46
H 1.09 1.16 5.20
H -0.57 2.07 -1.63
H 0.23 -4.77 1.26
C 3.54 -5.06 -2.38
C 0.07 0.14 -0.90
C 2.22 -4.33 -2.18
H 5.78 -6.36 -2.15
H 2.88 2.86 6.36
H -2.66 0.19 -0.46
H 3.88 3.73 4.34
C -2.64 4.27 3.42
C -0.61 -4.17 0.91
H -3.44 -3.05 2.30
H 2.66 4.99 4.64
H -2.86 2.44 2.22
O 5.24 -6.78 -1.47
O 2.14 3.58 3.24
H -0.91 1.83 0.08
C -1.92 -4.51 1.61
C -4.48 3.32 -5.41
H 2.32 -2.22 -2.69
N 3.18 -6.63 -0.28
H -2.37 -1.21 -2.38
H -5.02 4.66 -3.80
H -3.09 -3.02 0.56
B 3.98 -6.10 -1.41
C 3.38 -2.42 -0.83
H -2.88 2.84 -4.02
H 1.59 -4.36 -3.09
H 6.03 -3.92 -2.10
H 1.61 -4.86 -1.43
H -3.73 3.85 1.58
H 3.71 -3.27 -0.22
H 4.60 -2.26 -2.60
O 7.10 -1.26 -1.57
C -2.82 3.52 2.10
H -1.65 0.10 -3.33
H -0.03 4.56 2.31
H -6.10 2.91 -2.56
H 1.31 -2.56 -1.32
C -1.50 -2.19 1.76
O -4.64 1.87 -3.56
H -3.31 1.49 -5.07
H -2.46 -5.32 1.13
H -6.64 2.09 -4.03
C 2.80 3.92 4.45
S 6.19 -2.15 -0.90
C -1.87 5.51 2.97
H -1.32 5.99 3.77
C 1.39 2.37 3.41
H -0.69 -4.29 -0.18
```

=====

# 2
The ion C6H12N with charge +1. Source: the OMol25 dataset; level of theory: ωB97M-V/def2-TZVPD.

Results
Relative energy (zero: lowest compared OMol25 entry of this formula, charge and spin): 43.36 kcal per mole
Calculated total energy: -290.25281 Ha
Charge: +1

XYZ file:
```
19
C6H12N | the OMol25 dataset | ωB97M-V/def2-TZVPD
C -0.21 -1.35 -0.81
N -2.16 -0.35 0.03
H -4.03 -1.07 -0.07
H 2.59 0.06 1.32
C 1.28 1.21 -0.16
H 0.28 0.52 1.66
H 3.25 0.19 -0.31
C 0.07 0.71 0.62
C -0.72 -0.36 -0.07
H -0.82 -1.92 -1.50
C 2.60 0.68 0.42
H -2.53 0.60 0.06
H -0.66 1.54 0.58
C -2.97 -1.31 -0.12
H 0.86 -1.51 -0.82
H 3.28 1.44 0.75
H 1.32 0.96 -1.22
H 1.31 2.30 -0.15
H -2.75 -2.36 -0.21
```

=====

# 3
A structure of composition C36H41AsBr2N5O2PbS2. Source: the OMol25 dataset; level of theory: ωB97M-V/def2-TZVPD.

Results
Relative energy (zero: lowest compared OMol25 entry of this formula, charge and spin): 0.00 kcal per mole
Calculated total energy: -10193.45262 Ha
Charge: +1

XYZ file:
```
90
C36H41AsBr2N5O2PbS2 | the OMol25 dataset | ωB97M-V/def2-TZVPD
H 12.87 12.12 9.24
H 13.69 7.38 12.47
H 21.80 9.36 11.07
H 19.16 10.61 7.99
C 16.48 12.43 13.87
H 20.84 6.84 8.97
C 12.79 11.08 8.96
H 21.07 11.90 10.01
C 17.28 11.65 13.01
Pb 16.97 7.84 10.79
S 13.99 6.12 9.48
O 14.69 4.71 10.06
H 16.43 8.64 5.83
H 18.73 11.21 9.62
H 21.65 10.93 8.71
C 13.51 10.31 14.18
C 14.71 6.20 7.86
H 11.32 7.66 7.96
H 20.70 12.39 8.47
C 19.51 10.70 9.03
H 21.84 8.15 8.42
N 14.67 9.72 9.51
H 15.12 0.44 7.12
N 15.84 9.14 9.06
Br 18.90 12.40 12.58
H 20.36 9.86 11.98
H 12.99 10.84 14.95
H 11.88 5.84 5.33
H 21.53 7.93 12.96
O 17.59 9.68 11.77
N 15.09 8.87 12.41
N 15.84 5.78 7.50
H 14.40 9.59 10.49
H 12.35 10.59 9.82
C 16.86 10.44 12.52
H 17.02 2.01 7.36
Br 14.24 13.05 15.45
C 15.87 9.43 7.73
C 13.93 8.38 12.80
C 14.71 10.84 13.72
C 15.23 12.01 14.28
C 13.83 1.68 8.29
C 20.80 7.82 8.54
C 16.97 4.35 8.88
C 13.61 2.82 9.03
C 15.55 10.07 12.90
C 15.93 3.33 8.63
H 9.62 7.47 9.82
C 9.36 5.37 9.53
H 18.70 3.19 9.28
C 18.11 3.99 9.74
C 14.76 10.20 7.43
H 20.10 8.79 6.67
H 10.71 3.47 7.10
C 20.76 9.09 11.32
H 8.61 5.24 10.32
C 9.95 6.59 9.26
H 17.65 9.61 6.51
H 19.90 7.40 12.48
C 11.18 5.57 7.43
C 13.11 9.11 13.70
C 10.57 4.34 7.73
C 10.84 6.73 8.20
H 17.35 8.02 7.18
S 13.61 6.89 6.60
H 21.05 7.24 6.59
C 15.03 1.33 7.67
H 17.80 3.61 10.69
N 16.86 5.53 8.44
C 16.87 8.91 6.82
H 19.31 7.27 6.94
C 12.25 5.64 6.36
C 16.08 2.18 7.81
H 18.76 4.82 9.92
H 12.01 10.98 8.18
C 20.84 7.73 12.08
H 13.03 0.95 8.20
C 20.80 11.48 9.07
H 21.31 6.92 11.50
H 12.64 2.96 9.57
C 9.61 4.27 8.73
H 16.83 13.38 14.20
C 20.27 7.78 7.09
H 9.06 3.37 8.80
C 14.03 10.40 8.59
C 14.70 3.61 9.20
As 19.65 8.88 9.75
H 14.55 10.60 6.46
H 12.18 8.63 13.98
H 12.69 4.66 6.29
```

=====

# 4
A structure of composition C39H35AuN5O4Te. Source: the OMol25 dataset; level of theory: ωB97M-V/def2-TZVPD.

Results
Relative energy (zero: lowest compared OMol25 entry of this formula, charge and spin): 6.30 kcal per mole
Calculated total energy: -2485.40570 Ha
Charge: +1

XYZ file:
```
85
C39H35AuN5O4Te | the OMol25 dataset | ωB97M-V/def2-TZVPD
H 5.62 1.17 -4.28
H 3.44 2.04 -5.23
H -0.42 -1.00 6.07
C 0.77 -1.92 1.21
C 0.66 1.34 3.95
C 0.76 -3.29 1.82
H 0.08 0.64 6.45
H -3.79 -3.00 0.23
Te -1.88 -1.36 -1.52
C -0.42 -3.88 2.25
H 1.41 1.74 -3.90
C -0.33 -0.53 -4.11
C 3.49 0.36 -1.78
H -4.20 -0.86 3.90
C 0.73 -2.87 -0.97
H 1.20 -2.58 -1.90
H 2.67 0.00 0.03
C 1.97 -5.27 2.48
H 5.60 0.11 -2.06
H -2.59 5.83 -0.59
N 2.33 0.78 -2.31
C 4.69 1.07 -3.73
N -0.42 0.55 -3.23
C 0.72 -0.75 2.11
N 3.47 -0.23 -0.56
C 0.81 1.62 2.60
H 0.80 -6.85 3.32
H -2.97 2.86 -5.98
H -0.26 6.63 -0.45
C -1.28 3.34 1.27
C 0.51 0.04 4.42
O 2.05 3.60 2.56
C -0.71 -0.23 -5.47
H -4.77 -2.79 2.47
H -1.68 0.72 0.83
O 1.13 0.96 0.39
C 0.84 0.58 1.67
H -2.96 3.36 -4.28
H 1.21 -3.78 -0.61
H -1.66 1.18 -6.74
N 0.83 -1.74 -0.05
H -1.35 -3.32 2.18
C -3.77 -0.94 2.91
C -3.53 -2.14 0.84
C -4.09 -2.03 2.11
H 2.89 -3.52 1.62
Au 0.32 0.39 -1.40
H -2.66 0.89 3.08
C -2.23 4.08 0.58
H -1.56 2.43 1.78
C -1.32 0.92 -5.74
C -2.91 0.04 2.45
H 2.91 -5.80 2.58
C 1.96 -3.99 1.94
H 1.42 5.32 0.84
H 0.45 -2.00 3.83
C -2.65 -1.16 0.40
H 4.36 -0.31 -0.09
C -2.35 -0.06 1.18
C -1.17 1.70 -3.47
C -0.54 5.71 0.04
C 1.04 3.05 2.18
C 2.35 1.38 -3.53
C -0.41 -5.16 2.79
C -0.74 -3.15 -1.23
C -1.86 5.26 -0.05
C 0.79 -5.85 2.90
N -1.59 1.87 -4.79
H -0.90 -3.73 -2.14
C 0.03 3.79 1.37
H -1.67 3.90 -5.35
O 0.03 -1.62 -3.70
C -2.34 3.08 -5.12
H -3.25 3.73 0.51
C 4.69 0.48 -2.50
C 0.40 4.98 0.75
H -1.23 -3.63 -0.38
O -1.42 2.51 -2.62
C 3.49 1.55 -4.27
H 0.68 2.17 4.65
H -1.33 -5.61 3.13
C 0.35 -0.25 5.89
H 1.28 -0.64 6.32
H -0.53 -0.97 -6.24
C 0.55 -0.97 3.49
```